No. 1
Entry from OMol25: a single C3H3F2NO molecule in a non-equilibrium geometry (the ωB97M-V functional and the def2-TZVPD basis).

Electronic energy in eV: -12126.972
Lowest unoccupied orbital energy in eV: -0.05

Element x y z (Å)
1 C 1.06 -0.28 -0.22
2 C -0.88 0.71 0.38
3 C -0.25 -1.14 -0.40
4 N 0.47 0.92 0.21
5 O 2.20 -0.62 -0.34
6 F -0.38 -2.11 0.52
7 F 0.96 2.26 0.17
8 H -1.47 1.38 -0.25
9 H -1.40 0.46 1.35
10 H -0.30 -1.58 -1.42

Here are the Mulliken charges for atoms 1 to 4, given in e: C 0.360; C -0.570; C 0.068; N 0.272



No. 2
Entry from OMol25: 2 unconnected molecules or ions with the total composition C3H9OP in a non-equilibrium geometry (the ωB97M-V functional and the def2-TZVPD basis).

Electronic energy in eV: -14590.961
Lowest unoccupied orbital energy in eV: 1.05
SMILES: C=CC.OP

Element x y z (Å)
1 C 1.57 0.55 -0.44
2 C 0.76 -0.34 0.13
3 C 0.37 -0.19 1.58
4 H 1.97 0.30 -1.47
5 H 1.77 1.45 -0.01
6 H 0.55 -1.37 -0.26
7 H -0.67 -0.33 1.61
8 H 0.65 0.72 2.01
9 H 1.08 -0.90 2.14
10 O -1.57 0.24 -0.54
11 P -1.60 -0.50 -2.05
12 H -0.58 0.25 -0.53
13 H -2.46 0.37 -2.67
14 H -2.79 -1.30 -1.79

Here are the Mulliken charges for atoms 1 to 4, given in e: C -0.573; C -0.336; C -1.121; H 0.235



No. 3
Entry from OMol25: 12 unconnected molecules or ions with the total composition C37H59Br6F5O23 in a non-equilibrium geometry (the ωB97M-V functional and the def2-TZVPD basis).

Electronic energy in eV: -520263.155
Lowest unoccupied orbital energy in eV: 0.22
SMILES: O=C1OC[C@@H](F)O1.O=C1OC[C@@H](F)O1.O=C1OC[C@@H](F)O1.O=C1OC[C@@H](F)O1.O=C1OC[C@@H](F)O1.CCOC(C)=O.CCOC(C)=O.CCOC(C)=O.CCOC(C)=O.BrCCBr.BrCCBr.BrCCBr

Element x y z (Å)
1 O 14.77 12.35 15.26
2 C 14.10 13.07 14.61
3 O 14.53 13.83 13.58
4 C 13.50 14.79 13.26
5 C 12.24 14.05 13.76
6 F 11.70 13.21 12.77
7 O 12.76 13.25 14.82
8 H 13.57 15.76 13.79
9 H 13.43 14.95 12.19
10 H 11.49 14.64 14.22
11 O 8.81 11.59 18.11
12 C 9.93 11.41 17.79
13 O 10.96 12.21 18.24
14 C 12.17 11.76 17.71
15 C 11.82 10.43 17.10
16 F 12.21 9.40 18.02
17 O 10.44 10.39 17.03
18 H 12.57 12.53 17.12
19 H 12.86 11.68 18.56
20 H 12.32 10.23 16.11
21 O 8.95 14.92 14.02
22 C 8.92 13.69 13.89
23 O 9.42 12.80 14.78
24 C 9.43 11.53 14.21
25 C 8.69 11.67 12.87
26 F 7.42 11.12 12.89
27 O 8.49 13.09 12.78
28 H 10.47 11.22 14.00
29 H 9.08 10.74 14.90
30 H 9.27 11.32 12.04
31 O 11.42 16.72 14.93
32 C 11.08 17.00 16.02
33 O 11.20 18.19 16.62
34 C 10.65 18.13 17.92
35 C 10.06 16.76 18.03
36 F 8.65 16.81 17.99
37 O 10.44 16.17 16.86
38 H 11.42 18.19 18.67
39 H 9.95 18.88 18.11
40 H 10.40 16.18 18.86
41 O 14.35 15.75 16.29
42 C 14.23 15.61 17.45
43 O 14.96 16.21 18.41
44 C 14.68 15.67 19.69
45 C 13.43 14.84 19.49
46 F 12.40 15.66 19.93
47 O 13.35 14.75 18.06
48 H 15.54 15.20 20.05
49 H 14.41 16.40 20.42
50 H 13.35 13.88 20.02
51 C 19.84 12.51 20.81
52 C 18.32 12.75 20.69
53 O 17.87 11.90 19.63
54 C 16.83 12.25 18.90
55 C 16.58 11.27 17.81
56 O 16.12 13.15 19.20
57 H 20.12 11.47 20.68
58 H 20.24 12.93 21.72
59 H 20.33 13.07 19.97
60 H 17.82 12.41 21.60
61 H 18.15 13.79 20.44
62 H 16.68 10.24 18.18
63 H 17.26 11.37 16.99
64 H 15.59 11.43 17.40
65 C 19.32 19.60 13.39
66 C 19.40 18.24 13.98
67 O 18.72 18.42 15.28
68 C 18.46 17.26 15.89
69 C 17.67 17.53 17.14
70 O 18.84 16.23 15.40
71 H 18.29 19.89 13.16
72 H 19.81 19.72 12.42
73 H 19.73 20.30 14.07
74 H 18.84 17.46 13.40
75 H 20.44 17.89 14.23
76 H 18.34 17.27 17.95
77 H 16.88 16.79 17.20
78 H 17.47 18.59 17.33
79 C 19.64 13.27 9.02
80 C 18.57 13.86 9.79
81 O 18.80 13.35 11.15
82 C 17.81 13.57 12.03
83 C 18.28 13.01 13.42
84 O 16.71 14.02 11.73
85 H 19.68 12.16 8.96
86 H 20.56 13.69 9.41
87 H 19.51 13.65 8.00
88 H 18.65 14.95 9.83
89 H 17.55 13.56 9.50
90 H 17.43 12.63 14.01
91 H 18.75 13.87 13.90
92 H 19.03 12.24 13.24
93 C 11.04 6.94 9.57
94 C 12.09 7.57 10.47
95 O 12.51 8.88 9.96
96 C 11.69 9.93 10.16
97 C 12.23 11.19 9.60
98 O 10.63 9.87 10.80
99 H 10.08 7.48 9.63
100 H 10.93 5.87 9.76
101 H 11.54 6.95 8.61
102 H 11.68 7.63 11.49
103 H 13.09 7.10 10.50
104 H 13.14 11.08 8.96
105 H 12.44 11.90 10.38
106 H 11.49 11.70 8.96
107 Br 15.52 18.59 11.85
108 C 15.10 18.47 13.69
109 C 13.67 18.70 14.00
110 Br 13.15 20.55 14.09
111 H 15.74 19.08 14.35
112 H 15.31 17.46 14.03
113 H 13.45 18.32 14.95
114 H 12.91 18.25 13.38
115 Br 12.66 9.45 13.59
116 C 14.63 9.56 13.57
117 C 15.11 10.22 12.29
118 Br 17.06 9.85 12.12
119 H 14.93 8.54 13.54
120 H 14.89 10.18 14.41
121 H 15.16 11.34 12.32
122 H 14.65 9.79 11.39
123 Br 10.73 15.67 10.03
124 C 9.40 16.51 11.06
125 C 9.69 17.44 12.18
126 Br 10.71 19.00 11.68
127 H 8.77 15.70 11.43
128 H 8.79 17.04 10.29
129 H 10.21 16.85 12.94
130 H 8.82 17.86 12.61

Here are the Mulliken charges for atoms 1 to 4, given in e: O -0.266; C -0.487; O -0.370; C 0.968



No. 4
Entry from OMol25: a gas-phase ion, C6H10N (charge +1) in a non-equilibrium geometry (the ωB97M-V functional and the def2-TZVPD basis).

Electronic energy in eV: -7862.815
Net charge: +1
Lowest unoccupied orbital energy in eV: -5.21
SMILES: C=[N+](C)C1=C[C@H]1C

Element x y z (Å)
1 C 1.56 1.09 1.43
2 N 1.32 0.31 0.46
3 C 1.90 -0.97 0.35
4 C 0.21 0.51 -0.55
5 C -0.25 0.28 -1.72
6 C -1.23 1.00 -0.79
7 C -2.36 0.23 -0.12
8 H 2.48 0.76 2.04
9 H 1.03 2.05 1.33
10 H 1.24 -1.56 -0.16
11 H 2.09 -1.50 1.25
12 H 2.89 -1.02 -0.30
13 H -0.10 0.18 -2.79
14 H -1.37 1.99 -0.75
15 H -2.27 -0.86 -0.27
16 H -3.23 0.47 -0.74
17 H -2.59 0.44 0.99

Here are the Mulliken charges for atoms 1 to 4, given in e: C -0.100; N 0.231; C -1.039; C -0.124



No. 5
Entry from OMol25: 2 unconnected molecules or ions with the total composition C3H7NO (the ωB97M-V functional and the def2-TZVPD basis).

Electronic energy in eV: -6758.793
Lowest unoccupied orbital energy in eV: 0.43

Element x y z (Å)
1 C 0.67 -0.80 -1.46
2 O -1.22 -0.08 -1.53
3 C -1.16 0.33 -0.34
4 N -0.05 0.14 0.28
5 C 0.23 0.54 1.64
6 H 1.63 -0.43 -1.12
7 H 0.45 -1.81 -1.14
8 H 0.53 -0.64 -2.53
9 H -2.03 0.81 0.13
10 H -0.62 1.06 2.11
11 H 0.46 -0.34 2.26
12 H 1.09 1.21 1.68

Here are the Mulliken charges for atoms 1 to 4, given in e: C -0.427; O -0.571; C 0.087; N -0.239



No. 6
Entry from OMol25: a molecular structure, C22H38F9N3O20PS2 in a non-equilibrium geometry (the ωB97M-V functional and the def2-TZVPD basis).

Electronic energy in eV: -124272.430
Net charge: -1
Lowest unoccupied orbital energy in eV: 1.53

Element x y z (Å)
1 P -1.31 -0.52 -0.41
2 F -2.36 0.59 -1.05
3 F -0.07 -0.10 -1.30
4 F -1.00 0.69 0.67
5 F -0.16 -1.45 0.34
6 F -2.41 -1.05 0.59
7 F -1.50 -1.72 -1.44
8 C -2.69 4.20 4.00
9 C -3.50 2.99 3.40
10 O -4.34 2.38 4.06
11 N -3.35 2.72 2.10
12 C -4.02 1.62 1.44
13 H -1.70 4.48 3.62
14 H -2.62 4.00 5.07
15 H -3.23 5.15 4.05
16 H -2.54 3.08 1.61
17 H -3.67 0.72 1.95
18 H -3.93 1.52 0.36
19 H -5.11 1.68 1.57
20 C 2.73 -4.08 -0.12
21 C 4.28 -3.98 -0.21
22 O 4.81 -5.00 -0.17
23 N 4.78 -2.79 -0.15
24 C 6.20 -2.41 -0.23
25 H 2.36 -4.55 -1.04
26 H 2.22 -3.13 -0.27
27 H 2.31 -4.73 0.65
28 H 4.15 -2.02 0.07
29 H 6.25 -1.34 -0.42
30 H 6.72 -2.92 -1.05
31 H 6.71 -2.55 0.72
32 C 5.56 0.50 2.01
33 C 4.43 0.80 0.98
34 O 4.35 -0.01 0.04
35 N 3.62 1.80 1.18
36 C 2.37 2.06 0.40
37 H 5.61 -0.56 2.24
38 H 5.30 1.05 2.92
39 H 6.54 0.70 1.58
40 H 3.84 2.62 1.73
41 H 2.66 2.36 -0.61
42 H 1.69 2.75 0.91
43 H 1.72 1.20 0.55
44 C -2.58 0.46 -5.75
45 C -3.35 0.56 -4.41
46 O -4.42 -0.29 -4.61
47 C -4.50 -0.66 -5.86
48 O -5.44 -1.38 -6.25
49 O -3.60 -0.13 -6.54
50 F -3.91 1.70 -4.18
51 H -1.75 -0.23 -5.63
52 H -2.16 1.36 -6.20
53 H -2.72 0.25 -3.58
54 C -1.02 -4.52 -0.06
55 C -1.05 -4.28 1.37
56 O -0.77 -5.48 1.92
57 C -0.79 -6.43 0.96
58 O -0.65 -7.60 1.27
59 O -1.05 -5.97 -0.21
60 F -2.30 -3.83 1.76
61 H -0.22 -3.93 -0.52
62 H -1.98 -4.19 -0.45
63 H -0.33 -3.52 1.67
64 C 2.28 -1.23 -2.56
65 C 2.13 0.14 -3.11
66 O 2.31 -0.27 -4.46
67 C 1.76 -1.46 -4.66
68 O 1.51 -1.84 -5.75
69 O 2.07 -2.16 -3.62
70 F 3.21 0.90 -2.72
71 H 1.64 -1.23 -1.68
72 H 3.29 -1.47 -2.23
73 H 1.15 0.59 -3.02
74 C -0.66 0.25 3.75
75 C -1.08 -1.23 3.94
76 O -1.57 -1.19 5.27
77 S -1.14 0.18 6.12
78 O -0.37 -0.17 7.29
79 O -2.21 1.18 6.31
80 O -0.10 0.65 4.97
81 H -1.51 0.88 3.46
82 H 0.16 0.24 3.04
83 H -0.29 -1.98 3.96
84 H -1.78 -1.64 3.22
85 C -2.17 3.90 -1.75
86 C -0.71 4.13 -1.75
87 O -0.49 5.16 -0.80
88 S -1.86 6.11 -0.58
89 O -1.79 7.47 -1.14
90 O -2.53 5.90 0.73
91 O -2.64 5.17 -1.76
92 H -2.48 3.44 -0.81
93 H -2.61 3.32 -2.56
94 H -0.34 4.39 -2.75
95 H -0.29 3.18 -1.41

Here are the Mulliken charges for atoms 1 to 4, given in e: P 1.638; F -0.344; F -0.483; F -0.305



No. 7
Entry from OMol25: 6 unconnected molecules or ions with the total composition CH13O5S in a non-equilibrium geometry (the ωB97M-V functional and the def2-TZVPD basis).

Electronic energy in eV: -22323.399
Net charge: -1
Lowest unoccupied orbital energy in eV: 3.78

Element x y z (Å)
1 C -0.20 -2.31 -1.12
2 S -0.22 -0.49 -1.48
3 H -0.93 -2.46 -0.34
4 H 0.78 -2.57 -0.72
5 H -0.36 -2.89 -2.02
6 H 1.76 0.31 -0.86
7 H 2.71 0.52 0.34
8 O 2.61 0.74 -0.60
9 H 0.59 -0.68 0.98
10 H 0.54 0.29 2.07
11 O 0.98 -0.55 1.86
12 H -2.33 -0.87 1.31
13 H -2.02 -0.47 -0.13
14 O -2.76 -0.62 0.49
15 H -1.53 1.23 1.23
16 H -0.26 2.02 0.87
17 O -0.82 1.75 1.62
18 H 1.25 2.52 -1.22
19 H -0.11 1.84 -1.27
20 O 0.31 2.68 -1.03

Here are the Mulliken charges for atoms 1 to 4, given in e: C -0.728; S -0.593; H 0.235; H 0.250



No. 8
Entry from OMol25: 2 unconnected molecules or ions with the total composition C5H10O2 (the ωB97M-V functional and the def2-TZVPD basis).

Electronic energy in eV: -9439.629
Lowest unoccupied orbital energy in eV: 0.81
SMILES: O[C@@H]1C=CC1.CO

Element x y z (Å)
1 O -1.26 -0.07 1.30
2 C -0.39 -1.09 0.86
3 C 1.08 -0.88 1.06
4 C 1.38 -1.30 -0.18
5 C -0.06 -1.33 -0.65
6 H -2.17 -0.38 1.19
7 H -0.68 -2.04 1.33
8 H 1.66 -0.67 1.95
9 H 2.30 -1.64 -0.64
10 H -0.41 -2.27 -1.10
11 H -0.31 -0.49 -1.30
12 C -0.52 2.18 -0.64
13 O 0.63 1.53 -1.17
14 H -0.25 3.02 0.02
15 H -1.18 1.52 -0.08
16 H -1.05 2.58 -1.51
17 H 1.24 1.32 -0.45

Here are the Mulliken charges for atoms 1 to 4, given in e: O -0.564; C 0.297; C -0.855; C -0.227



No. 9
Entry from OMol25: 2 unconnected molecules or ions with the total composition C27H53N2O3 in a non-equilibrium geometry (the ωB97M-V functional and the def2-TZVPD basis).

Electronic energy in eV: -37980.267
Net charge: -1
Lowest unoccupied orbital energy in eV: 2.55

Element x y z (Å)
1 C 4.46 -4.20 1.80
2 C 4.49 -3.39 0.50
3 C 3.08 -3.18 -0.04
4 C 3.07 -2.75 -1.52
5 C 3.63 -1.30 -1.63
6 C 2.83 -0.36 -2.53
7 C 1.32 -0.36 -2.27
8 C 0.54 -1.18 -3.31
9 C -0.83 -1.65 -2.76
10 C -1.73 -0.51 -2.27
11 C -2.55 -0.77 -0.98
12 C -2.72 -2.22 -0.54
13 C -3.65 -2.99 -1.52
14 C -5.07 -3.19 -0.95
15 C -5.67 -4.60 -1.26
16 N -6.66 -4.97 -0.24
17 C -2.10 0.28 0.04
18 C -3.25 0.21 1.03
19 C -4.42 0.02 0.03
20 O -5.55 0.13 0.29
21 O -3.93 -0.33 -1.18
22 H 5.47 -4.40 2.16
23 H 3.94 -3.68 2.59
24 H 4.00 -5.17 1.62
25 H 5.16 -3.87 -0.21
26 H 4.91 -2.42 0.78
27 H 2.55 -4.13 0.06
28 H 2.59 -2.41 0.55
29 H 3.78 -3.42 -2.01
30 H 2.09 -2.88 -1.96
31 H 4.63 -1.38 -2.07
32 H 3.77 -0.89 -0.63
33 H 3.06 -0.60 -3.57
34 H 3.20 0.65 -2.34
35 H 1.05 -0.64 -1.25
36 H 0.98 0.67 -2.40
37 H 1.09 -2.09 -3.55
38 H 0.39 -0.66 -4.26
39 H -1.35 -2.15 -3.59
40 H -0.60 -2.41 -2.02
41 H -2.43 -0.30 -3.08
42 H -1.18 0.42 -2.13
43 H -3.19 -2.29 0.43
44 H -1.77 -2.75 -0.43
45 H -3.69 -2.51 -2.48
46 H -3.22 -3.99 -1.60
47 H -5.75 -2.46 -1.37
48 H -5.09 -3.10 0.14
49 H -4.85 -5.32 -1.30
50 H -6.19 -4.57 -2.22
51 H -7.39 -4.27 -0.22
52 H -6.21 -4.98 0.66
53 H -2.34 1.21 -0.49
54 H -1.08 0.25 0.40
55 H -3.16 -0.63 1.72
56 H -3.42 1.06 1.69
57 C -0.24 4.14 -0.08
58 C 1.16 4.26 0.53
59 C 1.24 5.53 1.40
60 C 0.47 5.46 2.72
61 C 0.35 4.03 3.26
62 C 1.42 3.05 2.75
63 N 1.37 3.03 1.30
64 O 2.29 2.14 0.73
65 C 1.03 1.67 3.26
66 C 2.79 3.42 3.34
67 C 2.14 4.48 -0.62
68 H -0.29 3.26 -0.73
69 H -0.51 5.02 -0.69
70 H -1.01 4.03 0.69
71 H 2.29 5.74 1.63
72 H 0.89 6.40 0.83
73 H 0.98 6.10 3.45
74 H -0.53 5.88 2.60
75 H 0.36 4.06 4.36
76 H -0.63 3.64 2.99
77 H 0.08 1.35 2.82
78 H 0.90 1.68 4.35
79 H 1.79 0.92 3.02
80 H 2.75 3.40 4.44
81 H 3.13 4.41 3.05
82 H 3.55 2.70 3.03
83 H 1.88 5.39 -1.17
84 H 2.12 3.65 -1.33
85 H 3.17 4.58 -0.26

Here are the Mulliken charges for atoms 1 to 4, given in e: C -1.341; C -0.223; C -0.970; C -0.247



No. 10
Entry from OMol25: a molecular structure, C23H17BN10O3S2W (the ωB97M-V functional and the def2-TZVPD basis).

Electronic energy in eV: -69340.117
Net charge: +1
Lowest unoccupied orbital energy (alpha / beta) in eV: -5.26 / -5.13
2S+1: 2

Element x y z (Å)
1 W -0.63 0.35 -1.00
2 C 2.87 0.70 1.45
3 C 2.25 0.80 0.22
4 N 0.91 0.79 0.38
5 N 0.68 0.67 1.71
6 C 1.84 0.62 2.36
7 B -0.78 0.71 2.30
8 N -1.50 1.88 1.58
9 C -2.19 2.90 2.10
10 C -2.66 3.69 1.06
11 C -2.22 3.06 -0.09
12 N -1.52 1.95 0.22
13 N -1.53 -0.57 1.88
14 C -2.23 -1.50 2.54
15 C -2.83 -2.34 1.62
16 C -2.44 -1.86 0.38
17 N -1.65 -0.78 0.53
18 N -0.69 0.95 3.78
19 C -0.18 2.05 4.39
20 C -0.09 1.79 5.73
21 C -0.56 0.46 5.85
22 N -0.91 -0.04 4.69
23 H 3.93 0.70 1.65
24 H 2.68 0.88 -0.76
25 H 1.86 0.54 3.44
26 H -2.31 2.99 3.16
27 H -3.24 4.59 1.13
28 H -2.36 3.35 -1.11
29 H -2.24 -1.49 3.61
30 H -3.46 -3.19 1.83
31 H -2.66 -2.23 -0.60
32 H 0.09 2.94 3.83
33 H 0.26 2.45 6.51
34 H -0.66 -0.13 6.75
35 S 0.80 1.26 -2.59
36 C -0.62 1.47 -3.63
37 S -2.05 1.32 -2.64
38 C -0.56 1.69 -4.96
39 C 0.70 1.76 -5.64
40 N 1.71 1.83 -6.18
41 C -1.77 1.84 -5.71
42 N -2.76 1.98 -6.28
43 O 1.12 -2.00 -0.30
44 C 1.78 -2.48 -1.40
45 C 3.06 -2.99 -1.29
46 C 3.72 -3.46 -2.41
47 C 3.11 -3.42 -3.66
48 C 1.84 -2.92 -3.77
49 C 1.15 -2.44 -2.65
50 C -0.21 -1.92 -2.90
51 O -0.81 -1.99 -3.92
52 O -0.82 -1.32 -1.80
53 H 1.56 -2.28 0.50
54 H 3.54 -3.02 -0.32
55 H 4.73 -3.86 -2.31
56 H 3.63 -3.79 -4.53
57 H 1.33 -2.88 -4.73

Here are the Mulliken charges for atoms 1 to 4, given in e: W 2.142; C -1.330; C -0.191; N -0.885